[1]
This record from the OMol25 dataset describes a cluster of 9 separate species, C12H10Cl32N2O3 in total. The level of theory is ωB97M-V with the def2-TZVPD basis set.

## Properties
Calculated total energy: -15524.51118 hartree
Relative energy (zero: lowest compared OMol25 entry of this formula, charge and spin): 0.0 kJ/mol
Net charge: 0
SMILES: ClC(Cl)(Cl)Cl.ClC(Cl)(Cl)Cl.ClC(Cl)(Cl)Cl.ClC(Cl)(Cl)Cl.ClC(Cl)(Cl)Cl.ClC(Cl)(Cl)Cl.ClC(Cl)(Cl)Cl.ClC(Cl)(Cl)Cl.NCCOC(=O)OCN
Largest force on an atom: 0.69 eV/A
Orbital gap: 9.6 eV

Each line ends with the Mulliken charge.
Cartesian coordinates (Å):
N: 4.2886 -3.1545 -0.2856  -0.412
H: -2.2378 -2.6508 -0.8242  0.074
Cl: 8.2222 -7.2163 -0.9970  -0.103
Cl: -3.7350 -3.9569 -2.4624  -0.059
Cl: -3.4520 -4.2197 -5.3214  -0.095
H: -1.5381 -2.5246 0.6553  0.154
H: 3.6480 -0.6762 -1.5992  0.247
Cl: -3.8607 -5.9526 0.2337  -0.042
Cl: 9.7570 2.1735 -1.8671  -0.085
Cl: 6.3527 -5.2774 -2.0178  -0.103
Cl: -2.7820 -4.1614 2.2213  -0.104
C: 1.0308 0.1255 -0.4496  0.557
C: 11.1117 1.4938 -0.9624  0.350
C: -4.2617 -4.8803 1.5728  0.336
H: 2.3087 -1.7802 -1.2048  0.476
Cl: -2.8546 1.4451 -0.1460  -0.213
C: -0.9004 -1.1688 -0.7021  0.645
Cl: -13.2057 6.9921 1.7070  -0.100
Cl: 5.6492 4.1951 1.1457  -0.111
H: -1.5735 -0.3690 -0.3758  -0.574
Cl: 5.4198 -7.4347 -0.3502  -0.113
Cl: -3.0027 -6.4939 -3.6043  -0.101
O: 2.3493 0.0471 -0.1744  -0.135
Cl: 10.7730 -0.1986 -0.5867  -0.085
Cl: -4.4711 2.8238 1.8096  -0.084
Cl: 7.0049 -5.3167 0.7954  -0.081
N: -1.3599 -2.4897 -0.3418  -0.324
Cl: 11.3226 2.3966 0.5404  -0.089
C: 3.0256 -1.0722 -0.7916  -0.460
Cl: -5.3619 6.1614 1.5238  -0.049
Cl: -11.3675 7.6161 3.8404  -0.103
H: 4.5597 -3.0587 -1.2600  0.209
Cl: -4.5804 3.6019 -0.9729  -0.071
H: 4.8176 -1.2434 0.3876  0.279
C: -11.8808 8.0488 2.2055  0.334
C: 3.9127 -1.8253 0.2085  -0.650
Cl: 5.8294 2.3828 3.3820  -0.110
C: 5.8696 2.5083 1.6198  0.266
Cl: -8.0308 5.3689 2.2411  -0.073
C: -2.8252 -4.7434 -3.7582  0.317
O: 0.4994 1.1166 -0.8716  -0.539
Cl: -7.5236 6.5771 -0.3327  -0.095
C: 6.7502 -6.3077 -0.6365  0.375
H: 3.4565 -3.7365 -0.2777  0.230
Cl: -5.3266 -3.5909 0.9944  -0.099
Cl: -12.4278 9.7279 2.1857  -0.099
Cl: -2.2220 4.1555 0.5955  -0.092
Cl: 7.4308 1.9297 1.0252  -0.050
Cl: -5.0744 -5.7940 2.8430  -0.101
O: 0.4032 -1.0171 -0.1380  -0.371
C: -3.5350 3.0116 0.3227  0.322
Cl: -1.1216 -4.3072 -3.6222  -0.084
H: -0.8269 -1.1009 -1.7922  0.437
H: 3.3287 -1.9131 1.1268  0.365
Cl: 4.5787 1.5263 0.9287  0.003
Cl: -10.5193 7.8574 1.1025  -0.027
Cl: 12.5843 1.6017 -1.9295  -0.106
C: -7.0697 6.5730 1.3771  0.291
Cl: -7.3562 8.1749 2.0644  -0.076

Atomic forces in eV per Å
N -0.3 0.4 0.0
H 0.1 -0.2 0.1
Cl 0.0 0.0 0.0
Cl -0.2 0.1 -0.2
Cl 0.0 0.0 0.0
H -0.1 0.0 -0.1
H -0.2 0.1 0.0
Cl 0.0 -0.1 0.1
Cl 0.0 0.0 0.0
Cl 0.0 0.0 -0.1
Cl 0.0 -0.1 0.1
C -0.1 0.6 0.1
C 0.0 0.0 0.0
C 0.0 0.0 0.0
H -0.1 0.1 0.0
Cl -0.2 0.4 0.1
C -0.5 -0.2 -0.4
Cl 0.0 0.0 0.0
Cl 0.0 0.0 0.0
H 0.6 -0.2 0.2
Cl 0.0 0.0 0.0
Cl 0.0 0.0 0.0
O -0.2 -0.2 -0.4
Cl 0.0 0.0 0.0
Cl 0.0 -0.1 0.0
Cl 0.0 0.0 0.0
N 0.2 0.4 0.0
Cl 0.0 0.0 0.0
C 0.5 -0.3 0.2
Cl 0.0 0.1 0.0
Cl 0.0 0.0 0.0
H 0.2 -0.2 0.0
Cl 0.0 0.0 0.0
H -0.1 -0.1 0.2
C 0.0 0.0 0.0
C -0.4 0.2 -0.3
Cl 0.0 0.0 0.0
C 0.0 -0.1 0.0
Cl 0.0 0.0 0.0
C 0.1 0.0 0.0
O 0.2 -0.4 0.2
Cl 0.0 0.0 0.0
C 0.0 0.0 0.1
H 0.1 -0.1 -0.1
Cl 0.0 0.0 0.0
Cl 0.0 0.0 0.0
Cl 0.0 0.0 0.0
Cl 0.0 0.0 0.0
Cl 0.0 0.0 0.0
O 0.1 0.0 -0.1
C 0.0 -0.1 0.0
Cl 0.0 0.0 0.0
H 0.0 0.0 0.1
H 0.3 -0.1 0.1
Cl 0.0 0.2 0.1
Cl -0.2 0.0 -0.1
Cl 0.0 0.0 0.0
C 0.1 0.0 0.0
Cl 0.2 0.0 0.1

***

[2]
This record from the OMol25 dataset describes an isolated molecule of C4H8N2 in a non-equilibrium geometry. The level of theory is ωB97M-V with the def2-TZVPD basis set.

## Properties
Calculated total energy: -266.68829 hartree
Relative energy (zero: lowest compared OMol25 entry of this formula, charge and spin): 88.5 kJ/mol
Net charge: 0
SMILES: CN(C)CC#N
Largest force on an atom: 1.11 eV/A
Orbital gap: 10.0 eV

Each line ends with the Mulliken charge.
Cartesian coordinates (Å):
C: -0.2819 -1.3991 -1.4234  0.269
H: -0.5398 0.0197 2.1510  0.326
H: 0.0999 -1.5011 1.5043  0.311
H: 0.7166 2.1215 -0.4587  0.349
N: 0.4505 0.2061 0.3303  -0.018
H: 1.6783 -1.0531 -0.8269  0.280
H: 0.0175 2.0598 1.1600  0.333
H: -1.0039 1.6861 -0.2517  0.336
N: -1.0612 -2.1735 -1.7857  -0.404
H: -1.3805 -0.7960 0.8111  0.376
C: 0.0083 1.5790 0.1760  -0.957
C: -0.3891 -0.5589 1.2352  -1.028
H: 0.9298 0.2770 -1.7021  0.339
C: 0.7554 -0.4674 -0.9193  -0.510

Atomic forces in eV per Å
C -0.7 -0.6 -0.3
H 0.1 -0.1 -0.1
H -0.1 0.1 -0.1
H -0.1 -0.1 0.1
N 0.0 0.0 0.0
H -0.1 0.0 0.0
H -0.1 -0.1 -0.2
H 0.1 -0.1 0.0
N 0.7 0.8 0.3
H 0.1 0.1 0.1
C 0.0 0.2 0.0
C 0.0 -0.1 0.1
H 0.0 -0.1 0.1
C 0.1 0.0 -0.1

***

[3]
This record from the OMol25 dataset describes a cluster of 3 separate species, C4H13NO3 in total in a non-equilibrium geometry. The level of theory is ωB97M-V with the def2-TZVPD basis set.

## Properties
Expectation value of S²: 1.65
Calculated total energy: -440.15594 hartree
Relative energy (zero: lowest compared OMol25 entry of this formula, charge and spin): 614.6 kJ/mol
Net charge: +1
Largest force on an atom: 3.62 eV/A
2S+1: 2
Orbital gap (alpha / beta): 9.6 / 7.0 eV

Each line ends with the Mulliken spin population.
Cartesian coordinates (Å):
H: -2.4097 -0.1221 -1.4514  0.011
H: -0.8958 -0.6843 -2.2582  0.021
N: -1.0414 -0.7617 -0.0883  0.731
O: 2.7784 0.4436 1.1757  0.844
H: 3.1569 0.0827 -0.0552  -0.025
C: -1.5833 -0.9235 -1.4035  0.004
H: -0.6023 1.1348 2.2668  0.019
H: 1.0385 -0.8123 0.7283  0.009
C: -1.7183 0.1894 0.9025  -0.094
H: 4.0501 -0.1558 -1.2496  -0.008
C: 0.4551 -0.6193 -0.1471  -0.024
H: -2.6880 -0.2366 1.0373  -0.009
H: -2.0598 -1.9079 -1.6326  0.038
O: -0.8605 0.2091 2.0752  -0.065
C: -1.8729 1.4905 0.2961  -0.653
O: 3.1922 -0.4928 -0.9434  0.219
H: 0.7070 0.4609 -0.5292  0.059
H: 0.8453 -1.3473 -0.9848  0.004
H: 3.3298 0.0676 1.9241  -0.025
H: -0.9710 1.9948 0.2008  -0.047
H: -2.8503 1.9903 0.1366  -0.010

Atomic forces in eV per Å
H 0.9 -1.5 -0.3
H -0.2 -0.3 1.2
N 3.1 1.9 -0.1
O 0.7 0.0 2.1
H -0.3 -0.8 -1.7
C -2.7 1.3 -1.6
H -0.3 -0.6 -0.2
H -0.5 0.0 0.7
C 1.0 -1.0 1.2
H 0.0 -0.4 -0.4
C 0.3 -0.6 -3.0
H -0.6 -0.7 0.8
H 0.5 0.5 0.6
O -1.3 0.2 -1.4
C -1.4 0.3 0.1
O 0.6 1.1 1.1
H -0.6 -1.9 0.7
H -0.9 1.5 1.6
H -0.5 0.4 -1.0
H 1.4 1.3 -0.6
H 0.9 -0.6 0.0

***

What is the net charge in the third record? +1

***

Among the records above, which one has the highest net charge? C4H13NO3

***

Among the records above, which one has the lowest largest force on an atom? C12H10Cl32N2O3

***

Number 2 is which compound? C4H8N2